# 1
116
Properties=species:S:1:pos:R:3:forces:R:3 method="wB97M-V/def2-TZVPD" total_energy_ev=-100076.6819 total_charge=-1 homo_lumo_gap_ha=0.267
C 6.29990 0.70613 -1.55456 -0.11 0.31 0.07
C 6.31865 0.71407 -3.07470 0.08 -0.61 0.34
C 5.15122 -0.07443 -3.70006 0.31 0.01 -0.31
N 4.17711 0.72174 -4.40965 -0.15 0.76 0.30
P 2.94485 1.57378 -3.43558 1.34 -0.12 -0.46
C 2.12215 2.24563 -5.02805 0.38 0.37 0.65
C 1.52596 3.62299 -4.95483 -0.27 0.01 -0.53
N 1.22504 4.31968 -5.97644 0.01 0.05 0.07
C 3.92641 3.18824 -3.15358 -0.14 -0.10 -0.85
C 4.69605 3.75944 -4.34962 0.04 0.74 0.44
N 5.98952 4.37878 -3.92899 -0.08 -0.22 -0.27
O 1.85630 0.14998 -3.53818 -0.18 0.73 0.74
C 0.99135 0.02445 -2.43374 0.80 -1.92 -0.96
C -0.16317 -0.87461 -2.93281 -0.57 0.73 0.37
C -0.40242 -0.77184 -4.41751 -0.56 -0.17 -0.06
O -1.64207 -1.46957 -4.77649 0.05 0.05 0.11
C -2.75857 -0.73284 -4.56969 -1.37 -0.03 1.69
C -3.20998 0.12244 -5.71955 0.10 0.18 0.22
O -3.40880 -0.79038 -3.52972 1.20 -0.17 -1.64
C 1.76354 -0.82660 -1.38707 -0.39 0.18 1.06
C 0.91982 -1.42097 -0.25958 0.17 0.42 0.37
F 2.37292 -1.88335 -2.04749 -0.03 -0.29 -0.48
C 0.64002 1.50058 -2.04617 0.82 -0.03 -1.24
O -0.36685 1.93574 -3.03402 -0.40 0.14 0.57
N -1.66371 1.78986 -2.61391 0.36 -0.12 0.07
O -2.40797 2.17007 -3.43135 -0.41 0.01 -0.41
C 0.28727 1.76042 -0.57061 0.40 -0.25 -0.31
F 1.42165 1.46236 0.10921 -0.08 0.14 0.13
F -0.66049 0.89982 -0.12960 -0.30 0.33 0.15
C -0.07008 3.20482 -0.11443 0.08 0.32 0.24
F 0.20773 3.25491 1.22091 -0.07 -0.08 -0.28
F 0.71023 4.12301 -0.71740 -0.41 -0.37 0.11
C -1.54269 3.71571 -0.21602 0.15 0.85 0.33
F -1.54703 4.86021 0.53653 0.03 -0.35 -0.29
F -1.88074 4.08908 -1.46821 0.15 -0.40 0.61
C -2.65564 2.82580 0.41626 -0.79 -0.24 -0.25
F -3.67649 3.64106 0.73426 0.08 -0.16 0.02
F -3.13665 1.91344 -0.43356 0.23 0.34 0.51
F -2.25529 2.21491 1.54046 -0.06 0.29 -0.38
O 1.70256 2.25947 -2.33782 -0.43 0.24 0.38
H 5.51815 1.33971 -1.14975 -0.19 0.13 0.04
H 7.24398 1.04474 -1.13893 0.22 0.09 0.07
H 6.11094 -0.29639 -1.18883 0.02 -0.29 0.11
H 7.23841 0.20253 -3.35254 0.24 0.00 -0.24
H 6.39025 1.72157 -3.46054 -0.16 0.25 -0.15
H 5.58823 -0.75010 -4.43225 0.03 -0.20 -0.17
H 4.72649 -0.71759 -2.92342 -0.28 -0.04 0.14
H 3.75690 0.18750 -5.15029 -0.19 -0.15 -0.09
H 3.56036 1.06863 -2.24213 -0.28 -0.38 -0.08
H 1.39500 1.55475 -5.43248 -0.32 -0.21 0.05
H 2.92155 2.30890 -5.75990 0.19 -0.04 -0.20
H 1.31361 4.08029 -3.99954 0.00 -0.07 0.37
H 1.46832 3.77405 -6.80545 -0.01 0.06 -0.19
H 3.22764 3.95117 -2.82973 -0.19 0.12 0.23
H 4.62803 3.07585 -2.33725 0.16 -0.33 0.23
H 4.10428 4.56793 -4.76923 -0.21 0.06 -0.27
H 4.84076 3.04201 -5.14620 0.17 -0.37 0.01
H 6.01072 5.32539 -4.27655 0.07 0.21 0.05
H 6.75548 3.91690 -4.40199 0.09 -0.12 0.07
H 0.01973 -1.91719 -2.71160 0.26 -0.20 0.16
H -1.07997 -0.61936 -2.40815 -0.27 0.00 0.07
H 0.36216 -1.29254 -4.96305 0.31 0.01 -0.27
H -0.48928 0.25404 -4.75487 0.18 0.22 -0.13
H -3.81442 0.92514 -5.32892 -0.17 0.24 0.14
H -2.37785 0.54096 -6.26882 0.23 -0.04 -0.20
H -3.83755 -0.45587 -6.38532 0.00 -0.31 -0.23
H 2.57249 -0.26696 -0.94514 0.26 0.28 -0.13
H 1.17723 -2.45458 -0.08501 0.06 -0.36 -0.20
H 1.16494 -0.90847 0.66319 -0.02 0.08 0.23
H -0.14716 -1.31286 -0.39279 -0.19 -0.25 -0.19
C 1.85011 -0.42468 6.94376 -0.11 -0.04 0.02
O 1.05069 -1.26053 6.14229 0.23 -0.08 -0.11
C 0.66173 -0.64022 4.92523 -0.13 -0.08 0.17
C 0.38165 -1.66493 3.85055 -0.07 0.03 -0.14
O 1.54426 -2.23707 3.27035 0.02 0.01 0.01
C 2.28033 -3.17650 4.03389 0.08 0.05 -0.07
C 1.61663 -4.52950 4.15723 0.00 -0.05 0.26
O 0.55029 -4.49817 5.09319 -0.12 0.13 -0.15
C -0.46741 -5.42371 4.79113 0.07 0.03 0.06
H 1.28407 0.44317 7.30299 0.06 0.06 -0.01
H 2.18268 -1.00762 7.80103 -0.04 -0.01 0.02
H 2.73259 -0.07672 6.39451 -0.01 0.06 0.01
H 1.44640 0.03968 4.57456 0.01 0.01 -0.01
H -0.25300 -0.06016 5.10933 0.03 0.10 -0.13
H -0.11029 -1.14194 3.02736 0.01 0.00 -0.02
H -0.30742 -2.43249 4.20583 0.04 -0.02 0.15
H 2.54643 -2.77670 5.01398 -0.14 -0.06 0.10
H 3.20918 -3.32076 3.47705 -0.01 0.00 -0.03
H 2.35973 -5.25977 4.50733 0.05 -0.03 -0.15
H 1.25391 -4.83960 3.17092 -0.01 0.01 -0.02
H -0.86713 -5.25442 3.78483 0.01 -0.06 -0.01
H -1.27074 -5.27688 5.51081 0.02 -0.01 0.04
H -0.10243 -6.45501 4.86909 -0.05 -0.03 -0.05
C -5.72195 1.52466 2.73453 -0.08 -0.03 -0.01
O -5.98197 0.14055 2.79625 0.24 -0.03 0.18
C -5.22951 -0.58825 1.83672 -0.25 0.02 0.03
C -5.00343 -2.01265 2.28770 0.03 -0.06 -0.09
O -4.00682 -2.15745 3.29058 0.01 -0.05 0.02
C -4.32609 -1.75381 4.61099 0.12 0.05 0.00
C -5.24093 -2.70528 5.34901 -0.18 0.17 0.09
O -6.58404 -2.57567 4.91099 0.07 -0.11 -0.23
C -7.31423 -3.77317 5.02704 0.00 0.12 0.04
H -6.07915 1.95106 1.79043 0.07 0.07 -0.01
H -6.24439 2.00196 3.56203 -0.08 -0.04 -0.02
H -4.65121 1.72887 2.84137 0.01 0.03 -0.07
H -4.25878 -0.10954 1.66605 0.02 0.00 -0.01
H -5.78853 -0.59815 0.89155 0.15 -0.02 -0.09
H -4.61580 -2.56476 1.42924 0.03 0.01 0.00
H -5.94106 -2.48496 2.58570 -0.07 0.12 0.09
H -4.71635 -0.73501 4.63419 -0.17 -0.03 -0.02
H -3.37004 -1.75091 5.14049 0.02 -0.02 0.00
H -5.20550 -2.47070 6.42213 0.14 -0.10 0.02
H -4.88530 -3.73129 5.19979 0.01 -0.01 -0.02
H -6.83105 -4.58426 4.46951 0.00 -0.04 0.06
H -8.30061 -3.60055 4.60052 -0.02 0.04 0.03
H -7.42661 -4.07047 6.07672 0.00 -0.08 -0.01

***

# 2
105
Properties=species:S:1:pos:R:3:forces:R:3 method="wB97M-V/def2-TZVPD" total_energy_ev=-222259.6646 de_lowest_kcal_mol=145.0 homo_lumo_gap_ha=0.296
C 2.16161 -2.88145 1.10999 -1.84 1.27 1.31
C 0.94954 -2.32357 1.67394 1.69 -1.49 -1.44
Si -0.01595 -0.90868 0.76828 -1.04 -3.69 -1.00
C -1.89114 -1.36944 0.69979 -0.67 0.94 -0.48
C -2.69855 -0.99123 2.03282 -0.85 -1.16 -0.36
C -2.43910 -1.98557 3.27668 -1.05 0.55 0.10
C -2.49435 -1.10196 4.61557 0.41 -0.46 -0.19
C -1.80445 -1.76192 5.90414 -0.19 0.77 0.12
C -0.36916 -2.42346 5.64215 -0.24 0.29 0.40
C 0.70158 -1.35496 5.09665 0.34 -0.05 0.46
C 1.52663 -0.65050 6.30347 0.93 -1.67 -1.39
O 0.91671 0.56719 6.79380 0.16 0.42 -1.61
C 1.09207 1.62636 5.85926 2.37 1.12 -0.77
C -0.21941 2.14758 5.10576 0.18 -0.09 0.90
O 2.22284 2.11698 5.65282 -4.03 -1.79 0.68
O 0.56167 -0.91656 -0.86728 0.43 2.78 1.57
Si 1.14733 0.62068 -1.38841 0.07 0.26 -0.39
C -0.26709 1.77421 -2.06165 -0.28 0.33 -0.01
C -1.64319 0.99548 -2.32721 -0.19 0.47 -0.14
C -2.16170 1.10565 -3.85658 0.06 0.26 1.10
F -1.93278 2.38929 -4.43062 -0.33 -2.50 0.94
Br -1.18392 -0.35275 -4.83838 -0.14 1.19 0.36
C -3.73079 0.77033 -4.00641 -0.52 0.33 -1.92
F -3.91833 0.00185 -5.20582 -0.25 2.10 2.43
F -4.45734 1.98410 -4.12501 1.44 -2.79 0.23
Br -4.47777 -0.33471 -2.54068 0.37 0.76 -0.97
C 2.28132 0.27497 -2.91657 -0.43 -0.70 0.59
S 4.08588 0.13161 -2.50290 0.23 0.01 -0.41
C 4.39193 -1.12589 -1.17371 0.04 -0.46 0.70
C 4.85696 -0.37727 0.16322 0.58 0.12 0.40
O 1.93259 1.54408 -0.14588 -0.68 -0.64 -1.54
C 2.61204 2.69745 -0.70502 1.22 0.19 -0.09
C 2.45759 4.03359 0.14329 0.68 0.16 -1.42
O 1.24315 4.73516 -0.24710 1.18 0.52 0.78
C 1.34726 6.08740 0.24540 -0.90 1.05 0.79
C -0.00250 6.94315 -0.03012 0.35 -0.57 0.29
H 2.15990 -3.39357 0.09057 0.48 2.00 0.91
H 3.12082 -2.72728 1.72256 -1.44 -1.83 -0.57
H 0.63528 -2.74273 2.68625 1.22 1.82 -0.59
H 0.16885 0.35085 1.48472 0.19 0.26 0.03
H -2.04795 -2.46001 0.36077 0.27 1.60 0.73
H -2.34047 -0.71975 -0.14482 0.56 -0.98 1.17
H -2.54357 0.09350 2.34210 0.07 -1.35 -0.47
H -3.81896 -1.09514 1.77891 1.63 0.36 0.39
H -3.33171 -2.71313 3.31629 1.48 0.89 -0.09
H -1.50330 -2.62000 3.15547 -1.05 1.07 0.20
H -3.60368 -0.87432 4.81499 1.70 -0.21 -0.13
H -1.96974 -0.11422 4.39462 -0.72 -1.22 0.29
H -1.62992 -0.90375 6.65431 -0.30 -1.26 -0.99
H -2.56022 -2.46011 6.40159 1.27 0.62 -0.70
H 0.00537 -2.80992 6.65825 -0.48 0.45 -1.50
H -0.43987 -3.33212 4.95791 0.04 1.23 0.78
H 0.19888 -0.54587 4.44533 0.82 -1.32 0.89
H 1.50227 -1.88770 4.46065 -1.33 0.84 0.93
H 2.59042 -0.46340 5.90217 -1.60 0.14 0.74
H 1.64604 -1.46043 7.10964 -0.44 1.72 -0.71
H -0.27812 3.27567 5.30607 0.09 -1.66 -0.50
H -0.15049 1.94102 3.97498 0.09 0.34 1.82
H -1.14784 1.64141 5.54357 1.38 0.72 -0.68
H 0.14409 2.29141 -3.00537 -0.78 -0.85 1.29
H -0.45934 2.62614 -1.31538 0.30 -1.23 -1.06
H -2.41457 1.43466 -1.59117 0.93 -0.70 -1.40
H -1.56202 -0.13279 -2.11702 -0.12 1.84 -0.31
H 1.94790 -0.71973 -3.35996 0.24 1.45 0.20
H 2.15391 1.14884 -3.64890 0.45 -1.47 0.89
H 5.22633 -1.84337 -1.51810 -1.29 1.31 0.26
H 3.45328 -1.75962 -1.06258 1.16 0.87 0.13
H 3.99666 0.00037 0.80820 0.95 -0.50 -1.06
H 5.51429 0.53340 -0.10201 -1.09 -1.41 0.26
H 5.52737 -1.02900 0.84112 -1.14 0.72 -1.15
H 3.73221 2.42468 -0.75102 -1.65 0.55 0.15
H 2.29933 2.83908 -1.80680 0.34 0.31 1.67
H 3.32839 4.72362 -0.18143 -1.04 -1.17 0.46
H 2.57283 3.89809 1.26991 -0.49 -0.12 -1.36
H 2.22290 6.68412 -0.19487 -0.94 -1.17 0.40
H 1.51795 6.01451 1.38028 -0.19 0.26 -1.49
H 0.16255 7.73036 -0.84086 -0.27 -1.14 1.16
H -0.31204 7.44678 0.94900 0.42 -0.56 -1.48
H -0.85111 6.24821 -0.34111 1.18 0.89 0.36
C -8.79684 -2.90532 -1.09645 -0.40 -0.17 0.13
C -8.32028 -1.57741 -1.64339 0.16 0.14 -0.40
C -7.59388 -0.98811 -0.45023 -0.02 0.14 0.32
O -7.06544 -2.09029 0.29972 -0.16 -0.02 -0.24
C -7.64614 -3.30524 -0.19362 0.31 -0.13 0.05
H -9.01047 -3.64718 -1.86762 0.03 0.04 0.06
H -9.70458 -2.75780 -0.50218 0.05 -0.05 -0.05
H -7.61550 -1.74581 -2.46446 -0.05 0.06 0.03
H -9.12493 -0.93835 -2.01051 0.07 -0.02 0.04
H -8.28074 -0.43758 0.20136 0.00 0.08 -0.07
H -6.78074 -0.32026 -0.74217 -0.01 -0.04 0.11
H -6.87265 -3.84400 -0.75185 -0.06 -0.09 -0.01
H -7.96649 -3.92672 0.64538 0.09 0.09 0.03
C 6.58945 -0.52121 -6.54619 0.31 0.12 -0.31
C 5.35744 -1.39852 -6.58953 -0.48 0.08 0.01
C 5.81597 -2.62385 -5.82307 0.17 -0.27 0.08
O 6.77782 -2.17430 -4.86005 -0.11 0.15 -0.25
C 7.14001 -0.82092 -5.16604 0.00 0.08 0.41
H 6.38015 0.53869 -6.70025 0.02 -0.06 0.04
H 7.30269 -0.84432 -7.31178 -0.03 0.06 0.04
H 4.53542 -0.91010 -6.05597 0.04 -0.05 -0.03
H 5.01791 -1.63056 -7.60050 0.03 -0.02 0.07
H 6.31289 -3.34310 -6.48315 -0.09 -0.03 -0.05
H 4.99413 -3.13068 -5.31180 0.11 0.01 0.06
H 6.68530 -0.17328 -4.40872 0.03 0.06 -0.05
H 8.22544 -0.70976 -5.11343 -0.04 -0.12 0.05